This record from OMol25 describes 4 unconnected molecules or ions with the total composition C24H27BO9S. The level of theory is wB97M-V/def2-TZVPD.

XYZ file:
```
62
Properties=species:S:1:pos:R:3:mulliken_charge:R:1
C 0.668 1.487 -2.646 -0.90
O 0.128 0.487 -3.502 -0.45
C 0.485 -0.832 -3.109 -0.26
C 1.432 -1.447 -4.124 -0.73
C 1.884 -2.844 -3.725 -0.66
C 2.840 -2.826 -2.493 -0.49
B 2.487 -4.080 -1.658 0.12
C 1.531 -4.047 -0.383 -0.72
S 2.042 -2.993 0.941 0.92
O 0.954 -2.849 1.863 -0.63
O 2.697 -1.824 0.437 -0.60
H 1.753 1.383 -2.563 0.44
H 0.442 2.454 -3.085 0.35
H 0.237 1.423 -1.646 0.36
H 0.939 -0.818 -2.116 0.19
H -0.432 -1.426 -3.076 0.28
H 2.288 -0.788 -4.279 0.26
H 0.896 -1.498 -5.074 0.33
H 2.392 -3.325 -4.558 0.34
H 0.987 -3.444 -3.530 0.37
H 3.862 -2.926 -2.860 0.31
H 2.746 -1.899 -1.939 0.33
H 2.844 -5.152 -2.045 -0.11
H 1.392 -5.030 0.063 0.43
H 0.556 -3.636 -0.658 0.32
H 2.970 -3.767 1.553 0.13
O -5.494 2.285 -5.877 -0.55
C -4.892 2.241 -4.827 0.24
C -3.582 1.554 -4.710 -0.39
C -2.928 1.505 -3.552 -0.16
C -3.484 2.140 -2.334 0.41
O -2.876 2.091 -1.283 -0.53
C -4.789 2.838 -2.445 -0.40
C -5.442 2.883 -3.602 -0.41
H -3.194 1.104 -5.616 0.46
H -1.963 1.023 -3.435 0.50
H -5.171 3.294 -1.540 0.43
H -6.397 3.381 -3.714 0.41
O -2.008 5.276 3.714 -0.55
C -1.306 4.911 2.796 0.37
C -1.870 4.661 1.446 -0.34
C -1.097 4.264 0.439 -0.12
C 0.360 4.050 0.624 0.42
O 1.063 3.686 -0.295 -0.54
C 0.925 4.297 1.975 -0.40
C 0.152 4.697 2.981 -0.43
H -2.935 4.816 1.336 0.40
H -1.486 4.062 -0.550 0.34
H 1.989 4.132 2.086 0.43
H 0.539 4.884 3.975 0.42
O 2.018 -4.404 4.733 -0.54
C 1.647 -3.528 5.487 0.40
C 1.819 -3.667 6.956 -0.43
C 1.441 -2.701 7.788 -0.35
C 0.831 -1.444 7.282 0.33
O 0.494 -0.563 8.044 -0.55
C 0.654 -1.312 5.815 -0.47
C 1.024 -2.279 4.978 -0.19
H 2.272 -4.588 7.300 0.41
H 1.559 -2.776 8.862 0.40
H 0.204 -0.389 5.472 0.46
H 0.905 -2.205 3.905 0.59
```

Computed properties:
largest force on an atom: 0.45 eV Å⁻¹
SMILES string: COCCCCBC[SH](=O)=O.O=C1C=CC(=O)C=C1.O=C1C=CC(=O)C=C1.O=C1C=CC(=O)C=C1
total energy: -2030.75412 Eh
HOMO-LUMO gap: 8.3 eV
LUMO energy: -1.479 eV

This record from OMol25 describes 3 unconnected molecules or ions with the total composition H5O2S. The level of theory is wB97M-V/def2-TZVPD.

XYZ file:
```
8
Properties=species:S:1:pos:R:3:mulliken_charge:R:1
S 0.599 -0.463 0.192 -0.85
H 1.137 -0.935 1.333 -0.08
H -0.578 2.296 -3.283 0.31
H 0.768 2.315 -2.523 0.35
O 0.208 2.821 -3.121 -0.67
H -0.476 -1.851 2.178 0.25
H -1.706 -1.119 2.524 0.33
O -1.296 -1.975 2.691 -0.63
```

Computed properties:
energy relative to the best compared isomer or geometry (same formula, charge and spin): 10.6 kcal per mole
largest force on an atom: 0.47 eV Å⁻¹
total charge: -1
total energy: -551.70508 Eh
HOMO-LUMO gap: 6.9 eV
LUMO energy: 3.926 eV

This record from OMol25 describes a molecular structure, C15H30BF4NOP2Ru at a distorted geometry. The level of theory is wB97M-V/def2-TZVPD.

XYZ file:
```
55
Properties=species:S:1:pos:R:3:mulliken_charge:R:1
Ru 0.161 -0.148 -0.268 0.01
P 2.259 -0.413 -0.982 1.07
P -2.193 0.563 1.111 1.17
N -0.752 0.036 -1.760 -0.67
H -0.019 -1.511 0.457 0.03
C 2.975 -2.101 -1.153 -1.25
H 3.956 -2.091 -1.656 0.38
H 2.290 -2.711 -1.753 0.36
H 3.094 -2.565 -0.167 0.32
C 3.674 0.517 -0.240 -1.15
H 4.625 0.285 -0.741 0.40
H 3.769 0.295 0.827 0.25
H 3.490 1.592 -0.346 0.38
C 2.360 0.178 -2.726 -1.14
H 3.370 0.057 -3.146 0.41
H 2.093 1.240 -2.767 0.33
H 1.654 -0.391 -3.342 0.33
C -3.123 -0.899 1.726 -1.21
H -4.038 -0.541 2.218 0.39
H -2.508 -1.406 2.471 0.30
H -3.312 -1.606 0.908 0.33
C -2.104 1.793 2.473 -0.96
H -3.071 1.883 2.968 0.39
H -1.661 2.723 2.107 0.34
H -1.409 1.448 3.233 0.15
C -3.356 1.387 -0.075 -1.11
H -4.291 1.599 0.496 0.42
H -3.527 0.686 -0.922 0.30
H -2.857 2.322 -0.419 0.27
C -1.242 0.220 -2.978 -0.02
C -2.166 -0.718 -5.019 -0.52
C -1.652 -0.919 -3.759 -0.42
C -1.349 1.547 -3.528 -0.05
C -1.872 1.709 -4.792 -0.58
C -2.276 0.586 -5.530 -0.30
H -2.480 -1.581 -5.599 0.36
H -1.531 -1.895 -3.275 0.41
H -1.006 2.366 -2.885 0.39
H -1.962 2.715 -5.196 0.36
H -2.686 0.728 -6.528 0.36
C 1.945 -0.133 2.762 1.16
O 1.819 0.699 1.790 -0.62
C 2.259 -1.582 2.505 -1.11
H 2.353 -2.213 3.401 0.40
H 3.211 -1.607 1.938 0.38
H 1.491 -2.062 1.882 0.17
C 2.072 0.397 4.156 -1.46
H 1.607 -0.150 5.001 0.30
H 1.687 1.437 4.146 0.26
H 3.146 0.435 4.399 0.46
F -0.457 -0.138 2.240 -0.05
B -0.564 -0.470 3.909 0.07
F 0.171 -1.594 3.924 -0.20
F -0.171 0.662 4.413 -0.26
F -1.894 -0.660 4.090 -0.33
```

Computed properties:
energy relative to the best compared isomer or geometry (same formula, charge and spin): 0.0 kcal per mole
largest force on an atom: 4.34 eV Å⁻¹
⟨S²⟩: 6.061
spin multiplicity: 5
total energy: -1921.44666 Eh
HOMO-LUMO gap (alpha / beta): 6.5 / 6.5 eV
LUMO energy (alpha / beta): 0.118 / -1.588 eV

This record from OMol25 describes 2 unconnected molecules or ions with the total composition C5H10N2O at a distorted geometry. The level of theory is wB97M-V/def2-TZVPD.

XYZ file:
```
18
Properties=species:S:1:pos:R:3:mulliken_charge:R:1
C 1.134 1.274 -0.895 -1.04
C 0.856 0.631 0.465 0.56
C 1.302 1.237 1.610 -0.49
N 0.832 0.389 2.608 -0.08
C 0.213 -0.648 2.038 -0.31
N 0.170 -0.523 0.718 -0.48
H 0.441 0.989 -1.680 0.27
H 2.118 0.877 -1.130 0.26
H 1.169 2.350 -0.776 0.32
H 1.909 2.061 1.937 0.39
H 1.171 0.422 3.546 0.21
H -0.216 -1.367 2.713 0.40
C -1.969 -0.946 -1.704 -0.42
O -1.106 -2.023 -2.110 -0.49
H -1.420 -0.396 -0.941 0.10
H -2.045 -0.314 -2.594 0.21
H -2.916 -1.296 -1.313 0.32
H -1.644 -2.717 -2.493 0.28
```

Computed properties:
energy relative to the best compared isomer or geometry (same formula, charge and spin): 30.6 kcal per mole
largest force on an atom: 2.04 eV Å⁻¹
SMILES string: Cc1c[nH]cn1.CO
total energy: -381.23671 Eh
HOMO-LUMO gap: 9.5 eV
LUMO energy: 0.910 eV

This record from OMol25 describes 14 unconnected molecules or ions with the total composition C3H32O15 at a distorted geometry. The level of theory is wB97M-V/def2-TZVPD.

XYZ file:
```
50
Properties=species:S:1:pos:R:3:mulliken_charge:R:1
O -0.520 0.054 2.181 -0.50
C -0.648 0.829 1.261 -0.64
C 0.514 1.433 0.531 0.87
C 1.749 0.547 0.604 -0.92
O 2.766 1.094 -0.205 -0.80
H -1.505 1.278 0.766 0.44
H 0.048 1.564 -0.485 -0.34
H 0.735 2.447 0.823 0.46
H 2.072 0.611 1.660 0.67
H 1.428 -0.470 0.467 0.28
H 3.466 1.473 0.315 0.43
H 1.538 -0.235 4.191 0.37
H 1.292 0.841 3.327 0.24
O 2.070 0.504 3.839 -0.69
H -3.916 -1.754 -2.638 0.31
H -4.496 -2.173 -1.240 0.29
O -3.912 -1.569 -1.698 -0.58
H -0.911 2.368 3.415 0.27
H -0.117 3.767 3.269 0.26
O -0.309 2.901 2.917 -0.54
H -0.240 2.818 -2.284 0.26
H 0.303 3.632 -1.051 0.39
O 0.248 3.571 -1.999 -0.60
H 1.424 0.180 -3.158 0.22
H 1.708 0.673 -1.790 0.35
O 1.167 0.002 -2.256 -0.52
H -3.379 0.391 -1.666 0.35
H -3.905 0.769 -3.008 0.25
O -3.135 0.893 -2.461 -0.59
H 0.459 -2.601 -3.609 0.32
H -0.050 -2.815 -2.200 0.31
O 0.199 -3.271 -2.992 -0.59
H 0.322 1.609 -4.883 0.25
H -0.880 2.515 -4.230 0.29
O -0.247 1.796 -4.153 -0.53
H 2.496 3.826 -1.675 0.31
H 2.684 2.601 -0.680 0.43
O 2.498 3.599 -0.756 -0.74
H 3.098 -3.475 1.687 0.29
H 3.562 -2.267 2.669 0.28
O 2.866 -2.653 2.147 -0.55
H -0.343 -2.992 2.973 0.33
H 0.208 -4.112 2.006 0.28
O -0.315 -3.938 2.782 -0.61
H -3.140 -1.932 1.835 0.29
H -2.994 -2.386 3.278 0.31
O -3.318 -1.649 2.760 -0.59
H -1.152 -2.837 -0.655 0.28
H -0.670 -3.731 0.504 0.27
O -0.823 -3.727 -0.437 -0.61
```

Computed properties:
energy relative to the best compared isomer or geometry (same formula, charge and spin): 92.5 kcal per mole
largest force on an atom: 2.96 eV Å⁻¹
total energy: -1261.98766 Eh
HOMO-LUMO gap: 10.1 eV
LUMO energy: 0.073 eV

This record from OMol25 describes a single C3H8ClN molecule at a distorted geometry. The level of theory is wB97M-V/def2-TZVPD.

XYZ file:
```
13
Properties=species:S:1:pos:R:3:mulliken_charge:R:1
C 0.310 -0.015 1.404 -1.65
C -0.305 -0.092 -0.060 1.11
C 0.209 0.990 -0.851 -1.50
N 0.029 -1.429 -0.656 -0.59
Cl -2.141 0.069 0.038 -0.24
H -0.271 -0.522 2.067 0.45
H 1.283 -0.344 1.417 0.43
H 0.294 0.999 1.560 0.43
H -0.461 1.185 -1.706 0.35
H 1.283 0.919 -1.136 0.36
H 0.384 1.988 -0.404 0.36
H -0.220 -2.201 -0.082 0.24
H -0.394 -1.547 -1.591 0.25
```

Computed properties:
energy relative to the best compared isomer or geometry (same formula, charge and spin): 1.0 kcal per mole
largest force on an atom: 4.43 eV Å⁻¹
SMILES string: CC(C)(N)Cl
total energy: -634.03305 Eh
HOMO-LUMO gap: 10.6 eV
LUMO energy: 0.999 eV